Entry from OMol25: a molecular structure, C39H39CoN4O8STe in a non-equilibrium geometry (ωB97M-V/def2-TZVPD).

Summary:
gap between HOMO and LUMO (alpha / beta)	7.85 / 4.99	eV
HOMO (alpha / beta)	-7.9 / -7.6	eV
expectation value of S²	6.026

```
! RIJCOSX wB97M-V def2-TZVPD def2/J DEFGRID3
* xyz 0 5
Te 0.2291 -0.3850 1.9942
Co 0.8177 -1.1044 -0.6463
S 0.6289 -3.3045 -1.3448
O 1.4987 0.9809 -0.7025
O 0.5461 -4.6818 -1.7183
O -0.8867 0.0254 -0.5159
O 1.5782 -2.4579 -2.1418
O 8.0566 -0.6338 -0.6949
O 1.0758 -3.0821 0.0857
O -0.6475 -2.5352 -1.4276
O -0.8462 2.5996 0.6287
N -1.5519 -2.0851 1.6279
N 3.1076 -1.0986 -0.3121
N 7.9243 -2.4615 0.6146
N 0.6092 2.0186 -2.5250
C 0.2064 3.2623 -3.1660
C 0.2989 0.8001 -3.2608
C -2.4191 3.9159 -0.4830
C 4.3665 0.3026 3.5453
C -2.3965 -2.2801 0.6979
C 5.0272 -2.1564 0.6330
C -4.9583 0.4003 0.0393
C -3.6909 -5.8332 0.5798
C -2.7556 1.4067 -0.1275
C -3.9074 -4.8359 -1.5928
C 0.3612 -2.2950 3.0117
C -6.4580 0.5107 0.0864
C -4.0740 -5.9254 -0.7472
C 7.3768 -1.4639 -0.1247
C -2.9785 -1.0125 0.1500
C 2.2095 1.7856 2.6468
C -4.1456 1.5130 -0.0583
C 5.2923 -0.5409 -1.0874
C 4.4820 1.6796 3.4230
C 3.1805 -0.3332 3.2098
C 3.3937 2.4207 2.9826
C 5.8743 -1.4183 -0.1814
C 3.6586 -1.9650 0.5307
C 2.0902 0.3970 2.7439
C -2.0812 5.0800 0.2058
C -3.2772 6.3982 -1.4057
C -3.3707 -3.6591 -1.1085
C -3.1278 -4.6614 1.0631
C -2.1351 0.1082 -0.1695
C -2.5163 6.3136 -0.2469
C -4.3469 -0.8449 0.1995
C -1.9146 2.6098 0.0404
C -0.8120 -3.0719 2.3868
C -3.6008 5.2457 -2.1072
C -2.9628 -3.5626 0.2254
C 1.5632 3.3524 -0.7292
C 3.9167 -0.4173 -1.1199
C -3.1785 4.0080 -1.6474
C 1.2000 2.0129 -1.3185
H -4.1905 5.3119 -3.0125
H -4.1999 -4.9069 -2.6322
H 3.4725 3.4978 2.8958
H -0.4590 3.0280 -3.9930
H 1.0648 3.8086 -3.5648
H 1.3118 -2.7923 2.8316
H -0.3271 3.9108 -2.4712
H 2.1402 3.9452 -1.4394
H 1.3525 2.3549 2.3056
H -0.4480 -3.8754 1.7460
H 5.9243 0.0426 -1.7413
H -3.8233 -6.6778 1.2435
H 0.7196 0.8650 -4.2652
H -6.8602 -0.0852 0.9066
H 3.4480 0.2674 -1.8120
H -6.7715 1.5451 0.2224
H 0.2322 -2.1464 4.0837
H 5.4134 2.1723 3.6695
H 0.6702 3.9073 -0.4416
H -2.8449 -4.5959 2.1048
H -0.7810 0.6609 -3.3313
H -1.4530 -3.4946 3.1658
H 7.3848 -3.2087 1.0073
H -3.2214 -2.8129 -1.7620
H -2.2666 7.2104 0.3049
H -1.4852 4.9922 1.1051
H -3.6156 7.3626 -1.7616
H -4.9698 -1.7053 0.4203
H 3.1042 -1.4078 3.3251
H 5.3968 -2.8601 1.3667
H -3.4250 3.1071 -2.1957
H -6.9033 0.1382 -0.8386
H -4.5006 -6.8454 -1.1252
H -4.5947 2.4987 -0.0228
H 2.1531 3.1657 0.1625
H 2.9699 -2.5448 1.1273
H 5.2078 -0.2810 3.8989
H 8.9270 -2.5199 0.6490
H 0.7175 -0.0731 -2.7732
*
```


Entry from OMol25: 2 unconnected molecules or ions with the total composition C9H14O in a non-equilibrium geometry (ωB97M-V/def2-TZVPD).

Summary:
gap between HOMO and LUMO	9.72	eV
energy relative to the best compared isomer or geometry (same formula, charge and spin)	18.96	kcal per mole
HOMO	-8.8	eV
SMILES	Cc1ccc(O)cc1.CC

```
! RIJCOSX wB97M-V def2-TZVPD def2/J DEFGRID3
* xyz 0 1
O -2.0645 2.4068 0.3945
C -0.8353 -2.3777 2.8204
C 1.7622 -0.4604 -2.6329
C -0.0227 1.1570 0.2335
C 0.2469 -1.3220 2.6195
C 0.7977 0.4648 -1.8960
C -0.2676 1.0582 -2.5069
C 0.9640 0.5541 -0.5120
C -1.1710 1.8253 -1.7434
C -1.0258 1.8877 -0.3819
H -0.3594 -3.1958 3.3434
H -2.0338 3.3667 0.3167
H -1.6245 -1.9835 3.4543
H 0.0213 1.0641 1.3028
H 2.7030 -0.5334 -2.1036
H -0.1394 -0.3259 2.4159
H -0.5526 0.8570 -3.5181
H 1.2510 -1.4205 -2.6744
H 0.9178 -1.1295 3.4541
H 0.8023 -1.4916 1.6937
H -1.2102 -2.8065 1.8968
H 1.8881 -0.1255 -3.6629
H -1.8301 2.4728 -2.3072
H 1.7826 0.0577 -0.0061
*
```


Entry from OMol25: 2 unconnected molecules or ions with the total composition C9H16NO in a non-equilibrium geometry (ωB97M-V/def2-TZVPD).

Summary:
gap between HOMO and LUMO	8.89	eV
energy relative to the best compared isomer or geometry (same formula, charge and spin)	19.48	kcal per mole
HOMO	-12.1	eV

```
! RIJCOSX wB97M-V def2-TZVPD def2/J DEFGRID3
* xyz 1 1
O -0.7057 -2.7229 -0.3967
N 2.2919 -1.2694 0.6900
C 2.3390 1.1979 0.2715
C -1.5336 0.6007 0.8125
C -0.8394 0.7216 -1.4432
C -1.2998 -0.7769 0.8009
C 2.3057 0.0932 1.2964
C -1.3635 1.3634 -0.3361
C -0.7281 -1.3554 -0.3201
C -0.3035 -0.5647 -1.3910
C -1.5955 2.8301 -0.2467
H -1.6914 0.9602 1.8140
H -0.5976 1.3019 -2.3232
H 3.1691 -1.4211 0.1934
H 3.3130 1.6536 0.0729
H -1.4572 -1.4560 1.6291
H -1.5429 3.3716 -1.1827
H -0.9983 -3.1458 -1.2136
H 1.9731 -1.9931 1.3334
H -2.5809 3.1226 0.1290
H 0.2475 -0.9317 -2.2453
H 1.7638 0.9442 -0.6174
H 1.5370 0.2695 2.0230
H 3.2596 0.1287 1.8364
H 1.8247 2.1192 0.5938
H 1.6172 -1.2514 -0.0766
H -0.8933 3.3761 0.3938
*
```


Entry from OMol25: 2 unconnected molecules or ions with the total composition C4H15N2O in a non-equilibrium geometry (ωB97M-V/def2-TZVPD).

Summary:
gap between HOMO and LUMO	11.08	eV
energy relative to the best compared isomer or geometry (same formula, charge and spin)	29.14	kcal per mole
HOMO	-14.0	eV

```
! RIJCOSX wB97M-V def2-TZVPD def2/J DEFGRID3
* xyz 1 1
O -2.6323 -0.9438 -1.0795
N -0.0859 1.6568 -0.3313
N 1.4450 0.4656 1.5994
C 0.6297 -0.7544 1.5984
C -0.0544 0.2366 -0.8098
C -0.4547 -0.5738 0.4468
C 1.3529 -0.0430 -1.3531
H 2.1184 0.6244 -0.9625
H 1.7284 -1.0664 -1.2385
H -2.8781 -1.4452 -0.2919
H -1.2435 -0.0467 0.9787
H -0.7450 -1.5541 0.0887
H -1.0342 1.9667 -0.1544
H -0.0184 -0.8780 2.4465
H 1.3602 -0.0194 -2.4434
H -0.7423 0.0287 -1.6095
H -3.3445 -1.2041 -1.6729
H 2.2585 0.3644 0.9960
H 0.3719 2.2933 -0.9763
H 1.8879 0.7561 2.4735
H 1.1079 -1.7179 1.4466
H 0.8500 1.3004 1.1072
*
```


Entry from OMol25: 2 unconnected molecules or ions with the total composition C3H8O4 in a non-equilibrium geometry (ωB97M-V/def2-TZVPD).

Summary:
gap between HOMO and LUMO	10.94	eV
energy relative to the best compared isomer or geometry (same formula, charge and spin)	99.28	kcal per mole
HOMO	-10.4	eV
SMILES	O=COO.CCO

```
! RIJCOSX wB97M-V def2-TZVPD def2/J DEFGRID3
* xyz 0 1
O 2.0194 1.0869 0.4032
O -1.8880 -0.4686 0.6787
O 2.3266 0.1033 1.4365
O 0.5039 2.8834 0.3225
C -0.9691 -1.1592 -1.4542
C -0.6995 -0.6178 -0.0692
C 0.8630 1.8578 0.8609
H -1.4308 -2.1492 -1.3930
H -0.0391 -1.2801 0.4981
H -2.5221 0.0455 0.1518
H 2.9814 -0.3979 0.9172
H -1.6438 -0.4925 -2.0003
H -0.0378 -1.2325 -2.0221
H 0.5628 1.5135 1.8611
H -0.0268 0.3074 -0.1912
*
```


Entry from OMol25: 9 unconnected molecules or ions with the total composition C30H72N2O30P6 in a non-equilibrium geometry (ωB97M-V/def2-TZVPD).

Summary:
gap between HOMO and LUMO	7.72	eV
energy relative to the best compared isomer or geometry (same formula, charge and spin)	24.69	kcal per mole
HOMO	-9.3	eV
SMILES	O=C1C=C(O)C(=O)C=C1O.COP(=O)(OC)OC.COP(=O)(OC)OC.COP(=O)(OC)OC.COP(=O)(OC)OC.COP(=O)(OC)OC.COP(=O)(OC)OC.CN(C)C=O.CN(C)C=O

```
! RIJCOSX wB97M-V def2-TZVPD def2/J DEFGRID3
* xyz 0 1
P 5.9864 8.2230 0.9476
P 3.6147 -10.5116 2.0955
P -3.0951 5.3336 -2.2436
P 7.4335 0.7511 4.2019
P 1.4318 7.7446 7.4896
P -8.1874 -1.1798 -10.4536
O 4.5546 -10.0121 0.9292
O 2.8471 7.2866 7.5477
O 2.4453 -11.3566 1.3520
O 6.1488 7.8344 2.3937
O -3.5700 3.9939 -2.6217
O -7.2312 -2.0970 -11.1704
O 3.1697 -9.4551 3.1224
O 8.9232 0.1083 4.3614
O 0.5320 7.9720 8.8961
O 6.9577 0.3645 2.6895
O 7.4259 2.1770 4.5306
O -5.7435 -2.7176 2.4901
O -2.2333 -7.5597 -5.0583
O 0.4831 6.7974 6.6021
O -2.6992 5.3889 -0.6239
O -9.7167 -1.7926 -10.5112
O 6.5501 -0.2521 5.1245
O 5.9171 9.7768 0.5015
O 4.4550 -11.7642 2.7109
O -7.7942 -0.7360 -8.9038
O -2.4585 -2.1669 5.6693
O 0.6301 0.0176 0.6711
O 1.1283 9.1563 6.7861
O -1.6692 5.8244 -2.8559
O -1.2187 -4.7506 4.9326
O 4.7676 7.5747 0.1351
O -8.4302 0.2818 -11.2227
O -4.9432 -5.6069 2.1385
O 7.2874 7.7547 0.1237
O -4.1282 6.5473 -2.2654
N -0.4622 -1.2457 -0.9109
N -4.4293 -8.3972 -5.2398
C -9.1188 0.3498 -12.4449
C -4.3680 -4.7888 2.9197
C 10.0808 0.7051 3.8697
C 6.6257 10.8840 1.0521
C 5.4854 -11.6577 3.6648
C 3.8931 -9.2181 -0.0923
C -4.5428 -8.6263 -3.7993
C -10.1747 -2.7572 -9.6198
C -2.8579 -2.8750 4.8029
C 3.6082 7.3342 0.9218
C -2.9743 -5.1517 3.5073
C -1.7855 -1.5673 -1.5185
C -4.0397 -2.5281 4.0081
C -4.9739 6.8233 -3.3578
C -5.3846 -9.0492 -6.0820
C 0.4140 6.8516 9.7427
C 7.5265 1.0328 1.5716
C 1.5168 -12.2149 2.0643
C -0.6699 4.8174 -3.0480
C 5.1767 -0.5570 4.7957
C 0.7411 -2.1363 -1.1663
C -2.3577 -4.3108 4.4239
C -6.7473 0.0825 -8.6141
C 0.5239 5.4066 6.6958
C -0.3880 -0.2443 0.0068
C -3.6700 5.1307 0.3777
C -3.2911 -7.8421 -5.7175
C -4.6786 -3.3123 3.1668
C 2.0141 10.2384 6.6940
C 7.3289 7.5771 -1.2699
H 7.5096 10.6165 1.6311
H -0.9213 3.7582 -3.1022
H -6.2031 -3.3265 1.9073
H 1.4222 5.0950 7.2288
H 10.6677 1.0800 4.7082
H 6.4108 7.8759 -1.7757
H -1.3689 0.2447 0.1116
H -5.9993 6.4657 -3.2639
H 7.8682 2.0367 1.8233
H 3.1997 6.3344 0.7747
H 0.9848 6.9808 10.6623
H 6.3758 -11.6165 3.0376
H -5.8305 -0.5010 -8.5297
H -5.0979 -9.1819 -7.1252
H 3.7417 7.5438 1.9831
H -4.9341 7.8676 -3.6676
H 0.1178 4.8657 -2.2961
H 4.7728 -8.6145 -0.3159
H 5.9654 11.3065 1.8095
H -5.5550 -8.3461 -3.5076
H -3.3561 5.1782 1.4205
H -0.2013 5.0095 -4.0132
H 7.3499 6.5140 -1.5100
H 4.5949 0.3476 4.9725
H 0.5290 4.9719 5.6963
H 6.8740 11.5745 0.2462
H 1.8303 -13.2150 1.7650
H 0.7841 -2.7373 -2.0746
H 1.4758 11.1557 6.9323
H -3.3391 -7.8891 -6.8164
H 2.8439 8.0708 0.6741
H -1.8760 -1.6728 -2.5996
H 3.5536 -9.7386 -0.9878
H -4.4245 -9.6768 -3.5334
H -6.3500 -8.5528 -5.9831
H 4.6978 -1.3665 5.3467
H 0.5239 -12.1239 1.6238
H -0.3436 5.0609 7.2581
H 1.6353 -1.5249 -1.0454
H -9.6857 -2.5488 -8.6682
H -4.6099 5.6677 0.2497
H 2.4716 10.3817 5.7152
H -10.0315 0.8719 -12.1577
H -2.6116 -0.9044 -1.2610
H 8.4141 0.4277 1.3866
H 9.7786 1.6143 3.3499
H -6.5886 0.7625 -9.4511
H 8.2430 8.1358 -1.4708
H -11.2480 -2.6821 -9.4452
H 5.6930 -12.4979 4.3274
H -8.5351 0.9482 -13.1444
H 5.4117 -10.7776 4.3037
H -3.9617 -7.9779 -3.1437
H 10.6106 0.0401 3.1878
H 2.7848 10.2584 7.4645
H -7.1576 0.5673 -7.7283
H 6.8569 0.9396 0.7166
H -9.2465 -0.5865 -12.9881
H -0.5749 7.0938 10.1320
H 1.3880 -12.0142 3.1279
H -2.4928 -6.0229 3.0884
H -0.9859 -5.5163 4.4024
H -4.5909 6.3507 -4.2623
H -9.9071 -3.8095 -9.7153
H 5.0598 -0.7905 3.7374
H -4.3720 -1.5176 4.1949
H 0.7560 -2.8465 -0.3396
H -5.7242 -10.0554 -5.8361
H -3.9767 4.0908 0.2649
H -2.0328 -2.5154 -1.0410
H 0.1966 5.8887 9.2807
H 3.1487 -8.5498 0.3405
*
```


Entry from OMol25: a single CH2FNO2 molecule in a non-equilibrium geometry (ωB97M-V/def2-TZVPD).

Summary:
gap between HOMO and LUMO	12.02	eV
energy relative to the best compared isomer or geometry (same formula, charge and spin)	0.00	kcal per mole
HOMO	-11.5	eV
SMILES	NOC(=O)F

```
! RIJCOSX wB97M-V def2-TZVPD def2/J DEFGRID3
* xyz 0 1
F -1.3522 -0.3118 -0.5691
O 0.7165 0.4632 -0.0976
O -0.5425 1.3666 -1.7113
N 0.7745 -0.3648 1.0746
C -0.3720 0.5772 -0.8637
H 0.8445 -1.3559 0.7010
H -0.0689 -0.3745 1.4662
*
```


Entry from OMol25: a molecular structure, C31H50P2W in a non-equilibrium geometry (ωB97M-V/def2-TZVPD).

Summary:
gap between HOMO and LUMO (alpha / beta)	5.66 / 5.99	eV
HOMO (alpha / beta)	-13.5 / -13.5	eV
expectation value of S²	2.040

```
! RIJCOSX wB97M-V def2-TZVPD def2/J DEFGRID3
* xyz 2 3
W -0.1962 0.2075 -0.0001
P -1.2074 0.0279 -2.2819
P 1.5486 1.4797 -1.1533
C 2.7993 -0.8827 1.1198
C -1.7273 5.3444 2.8049
C -1.5507 5.4192 1.4118
C 0.5188 -1.8371 0.2912
C -1.4961 2.9523 2.7115
C 0.2599 -0.4694 -8.1561
C -1.6498 4.1106 3.4698
C -1.5890 1.7504 0.5167
C -2.1376 0.9400 -6.8128
C 0.4376 -0.3077 2.0503
C -1.3608 4.2498 0.6732
C -2.0012 -2.5582 0.2501
C 1.3090 -0.9474 1.0956
C -1.3295 1.9519 -7.5747
C 0.9043 1.2812 -6.4336
C -0.8457 -1.7382 0.7312
C -1.4267 3.0003 1.3187
C 1.0656 -2.7827 -0.7230
C 0.6694 2.2101 -2.5982
C -0.0102 2.3812 -6.8935
C -2.0186 -0.3917 -6.8981
C -0.8884 -0.8286 1.8499
C -2.9856 0.4647 -2.3565
C 0.9336 0.5625 3.1622
C 1.0299 0.0662 -6.9827
C 2.2992 2.7365 -0.1165
C -1.0931 -1.1376 -7.8215
C 2.9153 0.5554 -1.9092
C -1.1763 -1.5222 -3.1990
C -0.3351 1.2846 -3.3043
C -2.0709 -0.7102 2.7653
H 1.5759 1.5683 -5.6145
H -2.7061 -1.0376 -6.3379
H 0.1161 0.2968 -8.9300
H 0.8369 0.0375 4.1261
H -2.9783 -1.0931 2.2839
H 0.1778 0.7303 -4.1063
H -0.1761 -1.9709 -3.1891
H 1.7979 -0.6243 -6.6126
H -3.1774 1.4945 -2.0236
H -0.9016 -2.1260 -7.3694
H -1.1137 1.8898 -3.7981
H -2.2684 0.3173 3.0890
H 3.3819 1.2101 -2.6622
H 2.5470 -0.3628 -2.3927
H -2.2099 -3.3519 0.9811
H -1.9043 6.2499 3.3796
H 3.1654 0.1311 1.3155
H -1.5755 2.0064 -0.5580
H 1.9912 0.8201 3.0207
H 3.1743 -1.5282 1.9269
H 3.2343 -1.2426 0.1845
H -2.9128 -1.9552 0.1491
H -1.4726 -1.3270 -4.2411
H -2.5045 1.2093 0.8099
H 1.5365 3.3362 0.3966
H -3.3202 0.3460 -3.4008
H 1.4511 -3.6859 -0.2254
H 0.1805 3.1352 -2.2501
H 2.9355 2.2667 0.6498
H 3.6682 0.2875 -1.1543
H -1.2141 4.2972 -0.4068
H 0.3806 1.5051 3.2336
H -1.7899 -3.0314 -0.7130
H 0.2980 -3.0972 -1.4343
H -1.1290 1.6248 -8.6037
H -1.4588 1.9727 3.1945
H 1.4650 2.5229 -3.2981
H -0.2483 3.0077 -6.0157
H -1.7179 4.0507 4.5558
H -1.8888 -2.2361 -2.7592
H -1.5979 -1.3494 -8.7839
H -1.5707 6.3877 0.9076
H -2.9252 1.3834 -6.1895
H -3.5581 -0.2257 -1.7166
H 2.9208 3.3921 -0.7426
H 0.8901 -1.2539 -8.6076
H 0.5226 3.0515 -7.5954
H -1.8990 -1.3194 3.6729
H -1.9507 2.8595 -7.6509
H 1.8999 -2.3335 -1.2749
*
```


Number 1: electronic energy -119171.7764 eV. Number 2: electronic energy -11606.8145 eV. Number 3: electronic energy -13123.0119 eV. Number 4: electronic energy -9412.3985 eV. Number 5: electronic energy -11426.9642 eV. Number 6: electronic energy -152421.3193 eV. Number 7: electronic energy -9370.1987 eV. Number 8: electronic energy -53345.6496 eV.